(1)
The following is a DFT calculation (ωB97M-V/def2-TZVPD) of a 2-piece molecular cluster, CH3Cl2O3P overall at a distorted geometry.

- 2S+1 = 1
- HOMO (eV) = -9.70
- relative energy (zero: lowest compared OMol25 entry of this formula, charge and spin) (eV) = 2.412
- molar mass (g mol⁻¹) = 164.91
- energy (Ha) = -1527.317528

Structure (XYZ):
```
10
CH3Cl2O3P, DFT ωB97M-V/def2-TZVPD
O -0.503 -0.574 0.932
Cl -4.013 -1.449 0.215
O 0.542 -0.792 -1.264
C -3.410 -0.075 0.929
H 0.365 -1.705 -1.502
Cl -4.007 1.375 0.180
O 0.128 1.360 -0.354
H 0.922 0.891 -0.233
H -1.129 -0.129 1.487
P -0.707 -0.044 -0.609
```

=====

(2)
The following is a DFT calculation (ωB97M-V/def2-TZVPD) of CH3Cl2OP in the gas phase at a distorted geometry.

- 2S+1 = 1
- SMILES = CP(=O)(Cl)Cl
- HOMO (eV) = -11.06
- relative energy (zero: lowest compared OMol25 entry of this formula, charge and spin) (eV) = 0.306
- molar mass (g mol⁻¹) = 132.91
- energy (Ha) = -1376.950904

Structure (XYZ):
```
8
CH3Cl2OP, DFT ωB97M-V/def2-TZVPD
P -1.012 -1.223 -1.307
O -2.461 -1.069 -1.266
Cl -0.296 -1.028 -3.114
C -0.110 0.001 -0.130
H -0.818 0.162 0.819
H 0.892 -0.471 0.268
Cl -0.557 -3.170 -0.695
H 0.007 0.978 -0.625
```

=====

(3)
The following is a DFT calculation (ωB97M-V/def2-TZVPD) of a 2-piece molecular cluster, CH3Cl3OP overall at a distorted geometry.

- 2S+1 = 1
- HOMO (alpha / beta) (eV) = -16.00 / -15.68
- relative energy (zero: lowest compared OMol25 entry of this formula, charge and spin) (eV) = 2.720
- total charge = +1
- molar mass (g mol⁻¹) = 168.37
- energy (Ha) = -1836.750098

Structure (XYZ):
```
9
CH3Cl3OP, DFT ωB97M-V/def2-TZVPD
Cl 2.554 2.263 2.703
Cl 0.075 3.567 -0.245
Cl -1.419 3.161 2.677
C -0.143 0.113 0.095
O -0.621 1.066 1.050
H 0.462 0.580 -0.683
P -0.101 2.501 1.410
H 0.436 -0.650 0.614
H -1.026 -0.351 -0.347
```

=====

(4)
The following is a DFT calculation (ωB97M-V/def2-TZVPD) of an isolated ion of composition CH3Cl4N3P2 and charge +2 at a distorted geometry.

- 2S+1 = 1
- SMILES = N=P(Cl)(Cl)/[NH+]=C\[N+]#P(Cl)Cl
- HOMO (eV) = -18.33
- relative energy (zero: lowest compared OMol25 entry of this formula, charge and spin) (eV) = 2.538
- total charge = +2
- molar mass (g mol⁻¹) = 260.82
- energy (Ha) = -2727.001596

Structure (XYZ):
```
13
CH3Cl4N3P2, DFT ωB97M-V/def2-TZVPD
Cl 3.155 0.456 1.568
Cl -2.627 1.743 0.153
Cl 1.600 -1.514 3.608
H -1.672 -0.476 -1.017
P 1.656 -0.681 1.891
C 0.014 -1.441 -0.243
N 1.009 -1.206 0.565
N -0.986 -0.545 -0.267
H 0.277 -2.353 -0.838
H -1.276 0.587 2.928
N -0.706 0.850 2.166
Cl 0.542 1.936 -0.255
P -0.977 0.964 0.614
```

=====

(5)
The following is a DFT calculation (ωB97M-V/def2-TZVPD) of CH3Cl4NP2 as an isolated structure at a distorted geometry.

- 2S+1 = 1
- HOMO (alpha / beta) (eV) = -9.36 / -8.76
- relative energy (zero: lowest compared OMol25 entry of this formula, charge and spin) (eV) = 3.248
- molar mass (g mol⁻¹) = 232.80
- energy (Ha) = -2618.124811

Structure (XYZ):
```
11
CH3Cl4NP2, DFT ωB97M-V/def2-TZVPD
Cl 0.012 -0.861 2.177
H 0.828 1.680 -0.080
N -0.662 -0.645 -0.495
H 2.382 0.653 -0.669
H 1.592 0.457 0.985
Cl -2.046 1.086 -2.405
P -0.301 -1.886 0.509
Cl -2.853 1.030 0.632
C 1.587 0.927 0.039
Cl 1.628 -2.237 0.143
P -2.166 -0.204 -0.835
```

=====

(6)
The following is a DFT calculation (ωB97M-V/def2-TZVPD) of CH3ClFN in the gas phase at a distorted geometry.

- 2S+1 = 1
- SMILES = CN(F)Cl
- HOMO (eV) = -9.81
- relative energy (zero: lowest compared OMol25 entry of this formula, charge and spin) (eV) = 2.288
- molar mass (g mol⁻¹) = 83.49
- energy (Ha) = -654.571910

Structure (XYZ):
```
7
CH3ClFN, DFT ωB97M-V/def2-TZVPD
F 1.094 1.551 -0.134
N 0.734 0.326 0.421
H -0.708 -0.311 -1.007
C -0.756 -0.217 0.028
H -0.781 -0.996 0.622
H -1.399 0.585 0.256
Cl 1.815 -0.938 -0.184
```

=====

(7)
The following is a DFT calculation (ωB97M-V/def2-TZVPD) of CH3ClFOP in the gas phase at a distorted geometry.

- 2S+1 = 1
- SMILES = COP(F)Cl
- HOMO (eV) = -10.04
- relative energy (zero: lowest compared OMol25 entry of this formula, charge and spin) (eV) = 2.508
- molar mass (g mol⁻¹) = 116.46
- energy (Ha) = -1016.570471

Structure (XYZ):
```
8
CH3ClFOP, DFT ωB97M-V/def2-TZVPD
H 0.014 -1.873 -0.066
C -0.457 -0.903 -0.380
O 0.376 -0.411 -1.374
H -1.448 -1.026 -0.884
P -0.370 0.407 -2.938
F -1.251 -0.884 -3.416
Cl 1.136 0.038 -4.059
H -0.766 -0.362 0.576
```

=====

(8)
The following is a DFT calculation (ωB97M-V/def2-TZVPD) of a 2-piece molecular cluster, CH3ClINO overall at a distorted geometry.

- 2S+1 = 1
- HOMO (alpha / beta) (eV) = -9.35 / -9.84
- relative energy (zero: lowest compared OMol25 entry of this formula, charge and spin) (eV) = 0.530
- molar mass (g mol⁻¹) = 207.40
- energy (Ha) = -927.623319

Structure (XYZ):
```
8
CH3ClINO, DFT ωB97M-V/def2-TZVPD
Cl -1.905 1.818 0.038
H 1.616 0.068 -1.016
O 0.113 0.628 0.378
H 2.029 0.082 0.723
H 0.933 -1.230 -0.086
N -1.029 0.523 -0.391
I -2.961 -1.689 0.414
C 1.205 -0.202 -0.059
```

=====

(9)
The following is a DFT calculation (ωB97M-V/def2-TZVPD) of CH3ClN2O2 in the gas phase at a distorted geometry.

- 2S+1 = 1
- SMILES = C/N=[N+](\[O-])OCl
- HOMO (eV) = -10.63
- relative energy (zero: lowest compared OMol25 entry of this formula, charge and spin) (eV) = 4.106
- molar mass (g mol⁻¹) = 110.50
- energy (Ha) = -759.860535

Structure (XYZ):
```
9
CH3ClN2O2, DFT ωB97M-V/def2-TZVPD
C 1.373 -0.197 0.149
N -0.029 -0.647 0.014
Cl -3.213 -1.012 0.011
O -2.156 0.342 -0.139
H 1.392 0.753 -0.224
H 2.040 -0.781 -0.411
O -0.384 1.453 -0.400
H 1.711 -0.252 1.183
N -0.734 0.341 -0.183
```

=====

(10)
The following is a DFT calculation (ωB97M-V/def2-TZVPD) of a 2-piece molecular cluster, CH3ClN2O2 overall at a distorted geometry.

- 2S+1 = 1
- SMILES = C=NCl.O=NO
- HOMO (eV) = -10.32
- relative energy (zero: lowest compared OMol25 entry of this formula, charge and spin) (eV) = 2.599
- molar mass (g mol⁻¹) = 110.50
- energy (Ha) = -759.915930

Structure (XYZ):
```
9
CH3ClN2O2, DFT ωB97M-V/def2-TZVPD
O 3.050 -0.803 0.447
C -1.975 0.886 0.165
N 2.012 -0.646 -0.110
H 0.715 -2.038 -0.701
O 1.360 -1.962 -0.049
N -0.715 0.608 0.139
H -2.681 0.104 0.094
Cl 0.425 1.899 0.082
H -2.191 1.951 -0.066
```

=====

(11)
The following is a DFT calculation (ωB97M-V/def2-TZVPD) of a 2-piece molecular cluster, CH3ClN3O overall at a distorted geometry.

- 2S+1 = 1
- HOMO (eV) = -16.00
- relative energy (zero: lowest compared OMol25 entry of this formula, charge and spin) (eV) = 2.239
- total charge = +1
- molar mass (g mol⁻¹) = 108.51
- energy (Ha) = -739.089635

Structure (XYZ):
```
9
CH3ClN3O, DFT ωB97M-V/def2-TZVPD
C 0.551 0.622 2.165
N 2.084 0.355 0.184
O -0.531 -0.627 -0.102
H 2.909 1.223 -1.398
N 1.295 0.447 1.252
Cl 2.718 -1.330 0.021
N 2.319 1.235 -0.584
H -0.958 -1.381 -0.463
H -1.082 -0.384 0.651
```

=====

(12)
The following is a DFT calculation (ωB97M-V/def2-TZVPD) of CH3ClNO2S as an isolated structure at a distorted geometry.

- 2S+1 = 1
- HOMO (eV) = -4.63
- relative energy (zero: lowest compared OMol25 entry of this formula, charge and spin) (eV) = 0.577
- total charge = -1
- molar mass (g mol⁻¹) = 128.56
- energy (Ha) = -1103.555229

Structure (XYZ):
```
9
CH3ClNO2S, DFT ωB97M-V/def2-TZVPD
C 0.911 -0.106 0.467
Cl -1.695 -0.550 -1.937
H 1.527 0.312 -0.441
O -2.288 1.843 0.587
H 1.736 -0.187 1.319
N -0.298 0.514 0.795
S -1.196 1.283 -0.164
O 0.877 -1.500 0.100
H 0.426 -1.609 -0.726
```

=====

(13)
The following is a DFT calculation (ωB97M-V/def2-TZVPD) of a 2-piece molecular cluster, CH3ClS2 overall at a distorted geometry.

- 2S+1 = 1
- HOMO (eV) = -9.28
- relative energy (zero: lowest compared OMol25 entry of this formula, charge and spin) (eV) = 2.303
- molar mass (g mol⁻¹) = 114.62
- energy (Ha) = -1296.384337

Structure (XYZ):
```
7
CH3ClS2, DFT ωB97M-V/def2-TZVPD
C -0.027 -0.148 -0.463
H 1.576 0.605 1.303
H -1.568 0.382 1.293
S 1.653 0.162 -0.042
S -1.061 -0.800 0.890
Cl -0.781 1.094 -1.523
H 0.207 -1.294 -1.458
```

=====

(14)
The following is a DFT calculation (ωB97M-V/def2-TZVPD) of a 2-piece molecular cluster, CH3F2NO overall at a distorted geometry.

- 2S+1 = 1
- SMILES = O=C(F)F.N
- HOMO (eV) = -10.74
- relative energy (zero: lowest compared OMol25 entry of this formula, charge and spin) (eV) = 1.139
- molar mass (g mol⁻¹) = 83.04
- energy (Ha) = -369.628221

Structure (XYZ):
```
8
CH3F2NO, DFT ωB97M-V/def2-TZVPD
O 3.120 -1.200 -0.761
F 2.283 0.874 -1.008
C 2.587 -0.255 -0.332
H -0.347 1.398 0.732
F 2.180 -0.100 0.926
H -0.534 -0.072 1.187
H -1.196 0.631 -0.141
N -0.405 0.458 0.333
```

=====

(15)
The following is a DFT calculation (ωB97M-V/def2-TZVPD) of CH3F2OP as an isolated structure at a distorted geometry.

- 2S+1 = 1
- HOMO (eV) = -9.42
- relative energy (zero: lowest compared OMol25 entry of this formula, charge and spin) (eV) = 5.091
- molar mass (g mol⁻¹) = 100.00
- energy (Ha) = -656.115580

Structure (XYZ):
```
8
CH3F2OP, DFT ωB97M-V/def2-TZVPD
O 1.863 -0.415 -1.558
P 0.411 -0.422 -1.469
C -0.458 1.016 -1.048
F -1.774 0.987 -0.913
H -0.289 0.088 1.894
H 0.245 -0.295 1.451
H -0.272 -0.836 -2.624
F 0.049 1.850 -0.155
```

=====

(16)
The following is a DFT calculation (ωB97M-V/def2-TZVPD) of CH3F2OP in the gas phase at a distorted geometry.

- 2S+1 = 1
- SMILES = OPC(F)F
- HOMO (eV) = -9.18
- relative energy (zero: lowest compared OMol25 entry of this formula, charge and spin) (eV) = 3.296
- molar mass (g mol⁻¹) = 100.00
- energy (Ha) = -656.181544

Structure (XYZ):
```
8
CH3F2OP, DFT ωB97M-V/def2-TZVPD
H 0.624 -0.657 1.752
O -0.365 0.895 -1.640
F -0.348 -1.644 0.398
H -1.175 1.031 -1.138
P 0.883 0.911 -0.589
H 1.532 -0.291 -1.126
C -0.042 -0.465 0.965
F -1.110 0.220 1.377
```

=====

(17)
The following is a DFT calculation (ωB97M-V/def2-TZVPD) of a 2-piece molecular cluster, CH3F2PS overall at a distorted geometry.

- 2S+1 = 1
- HOMO (eV) = -9.75
- relative energy (zero: lowest compared OMol25 entry of this formula, charge and spin) (eV) = 4.887
- molar mass (g mol⁻¹) = 116.07
- energy (Ha) = -979.052615

Structure (XYZ):
```
8
CH3F2PS, DFT ωB97M-V/def2-TZVPD
S 0.370 1.859 -0.035
C 0.598 0.267 -0.502
F 1.416 0.106 -1.551
H -0.417 1.376 0.878
H -1.204 -0.855 0.892
H 0.562 -1.150 1.547
F -1.247 -0.327 -1.451
P -0.077 -1.276 0.221
```

=====

(18)
The following is a DFT calculation (ωB97M-V/def2-TZVPD) of a 2-piece molecular cluster, CH3F2PS2 overall at a distorted geometry.

- 2S+1 = 1
- SMILES = FP(F)S.C=S
- HOMO (eV) = -8.84
- relative energy (zero: lowest compared OMol25 entry of this formula, charge and spin) (eV) = 2.164
- molar mass (g mol⁻¹) = 148.14
- energy (Ha) = -1377.371279

Structure (XYZ):
```
9
CH3F2PS2, DFT ωB97M-V/def2-TZVPD
H -3.120 0.211 -1.462
S 3.347 -0.383 -0.004
F 1.067 1.182 0.076
S -2.302 1.413 0.375
H 3.849 -0.292 1.103
F 0.537 -1.085 -0.369
H -2.149 -0.949 -0.087
C -2.596 0.068 -0.445
P 1.367 -0.166 0.814
```

=====

(19)
The following is a DFT calculation (ωB97M-V/def2-TZVPD) of a 2-piece molecular cluster, CH3F2PS2 overall at a distorted geometry.

- 2S+1 = 1
- SMILES = FP(F)S.C=S
- HOMO (eV) = -8.63
- relative energy (zero: lowest compared OMol25 entry of this formula, charge and spin) (eV) = 1.874
- molar mass (g mol⁻¹) = 148.14
- energy (Ha) = -1377.381930

Structure (XYZ):
```
9
CH3F2PS2, DFT ωB97M-V/def2-TZVPD
F -1.742 -0.957 2.011
F -0.102 -1.721 0.417
H -1.815 -1.240 -1.674
H 2.833 1.505 -0.712
P -1.100 -0.501 0.624
H 1.138 1.732 -1.028
S -2.687 -1.097 -0.630
C 1.830 1.360 -0.269
S 1.645 0.918 1.261
```

=====

(20)
The following is a DFT calculation (ωB97M-V/def2-TZVPD) of CH3F3N2O in the gas phase at a distorted geometry.

- 2S+1 = 1
- SMILES = CON(F)N(F)F
- HOMO (eV) = -10.82
- relative energy (zero: lowest compared OMol25 entry of this formula, charge and spin) (eV) = 5.419
- molar mass (g mol⁻¹) = 116.04
- energy (Ha) = -523.956455

Structure (XYZ):
```
10
CH3F3N2O, DFT ωB97M-V/def2-TZVPD
O -1.227 0.212 -0.681
C 0.084 0.049 -0.141
H 0.217 -0.959 0.253
F -2.657 -1.488 -0.573
N -2.122 -0.374 0.118
H 0.264 0.783 0.649
F -4.248 -0.074 1.092
N -3.436 0.629 0.284
H 0.765 0.212 -0.975
F -4.071 0.637 -0.915
```